[1]
8
Properties=species:S:1:pos:R:3:forces:R:3:nbo_charge:R:1 method="wB97M-V/def2-TZVPD" e_above_lowest_kcal_mol=20.6 s2=2.013 e_homo_ev="-7.8 / -11.7" spin_multiplicity=3 e_tot_ev=-23141.957 homo_lumo_gap_ev="8.2 / 7.5"
C -0.7636 2.7816 -0.3933 -0.1 2.6 -0.8 0.4824
C 0.4919 -2.7477 0.0170 -4.3 3.2 1.7 1.0333
O -0.2692 3.7235 -0.0178 -0.1 -0.5 0.0 -0.4424
O -0.2914 -2.0053 0.4553 0.7 -0.5 0.9 -0.5568
O -0.0968 1.1623 1.1554 0.0 0.7 2.4 -0.7668
O 0.1785 0.0227 -0.9682 0.3 -0.4 -2.1 -0.7598
O 1.0517 -3.5516 -0.5108 3.7 -3.6 -2.2 -0.4788
S -0.7659 0.5532 0.0057 -0.2 -1.5 0.1 1.4889

=====

[2]
10
Properties=species:S:1:pos:R:3:forces:R:3:nbo_charge:R:1 method="wB97M-V/def2-TZVPD" e_above_lowest_kcal_mol=144.2 e_homo_ev="-8.9 / -8.9" e_tot_ev=-16985.239 homo_lumo_gap_ev="7.8 / 7.6"
C -2.9959 0.0661 0.9080 -1.6 0.5 0.4 0.1496
C -0.2355 0.6575 -0.6094 -3.0 -2.1 1.9 -0.3624
C -1.7399 -0.4022 0.9644 6.0 -0.7 -0.9 -0.4856
N -4.0596 0.5004 0.7661 -0.1 0.0 0.0 -0.2797
N 0.6508 -1.5551 1.3914 -0.9 1.3 -0.9 -1.0409
S -0.8029 -1.3948 1.9243 -1.4 0.4 -1.0 0.9910
H -0.8402 0.2960 -1.4388 0.2 1.0 0.0 0.2260
H 0.5129 0.0414 -0.2612 1.8 -1.7 0.0 0.2061
H 1.1504 -2.3544 1.7318 -0.2 -0.4 0.8 0.3878
H -0.1770 1.5359 -0.0294 -0.7 1.5 -0.4 0.2080

=====

[3]
59
Properties=species:S:1:pos:R:3:forces:R:3:nbo_charge:R:1 method="wB97M-V/def2-TZVPD" e_above_lowest_kcal_mol=1.0 e_homo_ev=-7.8 e_tot_ev=-64176.951 homo_lumo_gap_ev=8.2 smiles="COc1cc2c(cc1NC(=O)CSc1nnc(Cc3cccs3)n1Cc1ccco1)oc1ccccc12"
C 0.4095 2.6784 3.2153 0.0 0.0 0.3 -0.2460
H 1.2933 3.0178 3.7513 -0.1 0.0 0.0 0.2081
O 0.7112 2.8480 1.8521 -0.1 0.0 -0.5 -0.5186
C -0.1585 2.3502 0.9247 -0.1 0.0 0.0 0.3391
C -1.4415 1.9179 1.1971 0.2 0.1 0.0 -0.3196
C -2.2174 1.4367 0.1450 0.4 0.1 -0.6 -0.0654
C -1.7033 1.4159 -1.1617 0.1 0.2 1.2 0.2765
C -0.4213 1.8468 -1.4547 -0.2 -0.1 -0.2 -0.2801
C 0.3569 2.2918 -0.3981 -0.1 0.0 0.0 0.1084
N 1.7067 2.6242 -0.5271 -0.2 0.3 0.4 -0.6252
C 2.4774 2.5580 -1.6407 0.3 0.3 0.1 0.6659
O 2.0683 2.4660 -2.7766 -0.1 -0.1 -0.3 -0.6033
C 3.9670 2.5542 -1.3198 -0.1 -0.4 0.1 -0.5944
H 4.2175 3.0304 -0.3749 0.0 0.1 -0.1 0.2447
H 4.5351 2.9772 -2.1464 -0.1 0.0 0.1 0.2578
S 4.4939 0.8048 -1.2362 0.3 0.1 -0.3 0.2823
C 3.6433 0.3243 0.2031 0.1 0.0 0.1 0.1754
N 3.2904 1.0985 1.1947 0.7 0.4 -0.7 -0.3462
N 2.6310 0.3397 2.0858 -0.6 -0.5 0.9 -0.2956
C 2.5934 -0.8823 1.6407 0.2 -0.1 0.0 0.3542
N 3.2378 -0.9605 0.4327 0.0 0.7 0.4 -0.3681
C 3.3441 -2.0725 -0.4702 -0.2 -0.5 -0.5 -0.2670
C 2.1354 -2.1494 -1.3548 -0.3 0.8 0.1 0.3154
C 1.1547 -1.2424 -1.6195 0.6 -0.3 0.2 -0.3225
C 0.2686 -1.8770 -2.5251 0.2 -0.5 -0.2 -0.2949
C 0.7811 -3.1158 -2.7407 -0.7 0.5 -0.3 0.0809
O 1.9131 -3.2931 -2.0340 0.6 -0.3 0.1 -0.4207
H 0.4541 -3.9361 -3.3476 0.0 -0.2 -0.1 0.2033
H -0.6200 -1.4549 -2.9457 -0.2 0.0 -0.1 0.2346
H 1.0570 -0.2524 -1.2252 0.1 0.2 0.2 0.2397
H 3.4417 -3.0026 0.0995 0.1 0.1 -0.1 0.2293
H 4.2503 -1.9395 -1.0735 -0.1 -0.1 0.2 0.2337
C 1.9091 -2.0216 2.3045 0.0 0.1 0.0 -0.4771
C 0.6447 -2.3513 1.5709 -0.3 -0.5 0.0 -0.1897
C -0.3840 -1.5147 1.2691 0.2 -0.1 0.2 -0.2740
C -1.4178 -2.1491 0.5441 -0.1 -0.1 0.0 -0.2414
C -1.1576 -3.4571 0.3023 0.2 -0.2 0.1 -0.4082
S 0.3551 -3.9450 0.9548 -0.2 0.6 0.1 0.4281
H -1.7578 -4.1748 -0.2200 -0.2 -0.1 -0.1 0.2361
H -2.3137 -1.6500 0.2219 -0.2 0.1 -0.1 0.2296
H -0.4012 -0.4765 1.5480 0.1 0.2 0.0 0.2361
H 2.5624 -2.8963 2.3332 0.0 0.0 0.1 0.2284
H 1.6858 -1.7165 3.3298 0.1 -0.1 -0.1 0.2574
H 2.1695 2.7013 0.3772 0.1 -0.1 -0.3 0.4548
H -0.0290 1.8179 -2.4568 0.1 0.0 -0.1 0.2737
O -2.6009 0.9026 -2.0486 0.0 -0.1 -0.5 -0.4187
C -3.7065 0.5805 -1.3248 -0.4 0.0 0.9 0.2702
C -4.8722 0.0147 -1.8091 0.3 0.1 -0.2 -0.2421
C -5.8793 -0.2442 -0.8963 0.0 0.0 0.0 -0.2067
C -5.7283 0.0503 0.4566 -0.1 0.0 0.1 -0.2306
C -4.5650 0.6151 0.9408 0.1 0.0 -0.1 -0.2035
C -3.5399 0.8854 0.0428 -0.2 -0.2 -0.5 -0.0568
H -4.4493 0.8416 1.9897 0.0 0.0 0.1 0.2126
H -6.5382 -0.1683 1.1364 -0.1 0.0 0.1 0.2146
H -6.8028 -0.6846 -1.2408 -0.1 0.0 0.0 0.2161
H -4.9830 -0.2111 -2.8574 0.0 0.0 -0.1 0.2261
H -1.8468 1.9425 2.1956 0.0 0.0 0.2 0.2271
H 0.2310 1.6260 3.4528 0.0 0.0 0.0 0.1853
H -0.4550 3.2805 3.5141 0.0 0.0 0.0 0.1711

=====

[4]
19
Properties=species:S:1:pos:R:3:forces:R:3:nbo_charge:R:1 method="wB97M-V/def2-TZVPD" e_above_lowest_kcal_mol=63.4 s2=0.766 e_homo_ev="0.9 / -2.6" spin_multiplicity=2 e_tot_ev=-8460.088 charge=-1 homo_lumo_gap_ev="3.0 / 6.3"
C -1.2592 1.6903 -0.8354 -1.6 -1.9 -3.2 -0.6341
C 0.0120 1.1828 -0.4259 3.7 0.1 0.4 -0.1464
C 0.2731 0.3648 0.6368 -1.1 2.2 0.0 -0.2818
C -0.7816 -0.2583 1.3311 0.3 1.0 -1.4 -0.3371
C -0.4152 -1.4079 1.8663 0.6 -2.6 1.9 -0.5918
C 1.2013 2.0163 -0.9307 -1.2 -2.0 2.8 -0.6306
H -2.1108 1.0573 -0.6237 -0.2 -0.1 0.9 0.2065
H -1.5098 2.6951 -0.6273 -0.2 1.6 0.6 0.1652
H -1.3167 1.5709 -1.9608 0.1 0.7 0.5 0.1748
H 1.2797 0.4254 1.1105 -0.7 -0.7 -0.7 0.1793
H -1.8305 -0.0880 1.0971 0.0 0.5 0.3 0.1706
H 0.5904 -1.7436 1.6760 0.3 -0.3 0.4 0.1588
H -0.9662 -1.8317 2.6581 -0.7 -1.1 0.8 0.1469
H 1.1722 2.8933 -0.3356 0.6 1.5 0.5 0.1611
H 2.1397 1.5011 -0.8749 0.5 -0.2 0.3 0.1923
H 0.9902 2.2103 -1.8870 -0.4 1.3 -4.0 0.1796
H 0.9789 -4.1373 -1.4377 -0.3 0.2 0.8 0.4373
H 1.0549 -4.2876 0.1905 -2.0 1.7 -3.1 0.4371
O 0.4978 -3.8532 -0.6275 2.3 -1.9 2.2 -0.9875

=====

[5]
33
Properties=species:S:1:pos:R:3:forces:R:3:nbo_charge:R:1 method="wB97M-V/def2-TZVPD" e_above_lowest_kcal_mol=54.8 e_homo_ev=-8.8 e_tot_ev=-18773.886 homo_lumo_gap_ev=9.6 smiles="O=C(O)CCCCCCCn1ccnc1"
C 0.5231 -0.9727 -2.4053 0.3 0.5 2.1 0.7953
C -0.5680 -1.9955 -2.1179 0.1 -0.4 -0.8 -0.5039
C -1.4088 -1.7391 -0.8496 1.9 -0.5 0.7 -0.3851
C -0.6109 -2.0144 0.4604 -0.3 -1.5 -0.3 -0.3911
C -1.5023 -1.8300 1.7111 -0.5 -1.5 -1.7 -0.4009
C -1.6264 -0.4056 2.0721 0.8 0.6 1.8 -0.4157
C -0.3858 0.1133 2.8431 2.0 -1.0 -0.1 -0.4087
C -0.0647 1.5638 2.5017 2.2 -0.9 0.9 -0.2003
C 1.7931 1.6272 0.8603 -1.1 0.5 -1.2 -0.1298
C 1.8825 1.7828 -0.5076 2.1 -0.1 1.3 -0.0527
C -0.1386 1.8780 -0.0574 -1.6 1.0 -0.5 0.1834
H 0.4986 0.9121 -2.5614 0.4 0.4 0.1 0.5235
H -0.1960 -3.0387 -2.1485 0.1 0.7 0.2 0.2225
H -1.1594 -1.8457 -3.0068 -0.8 -0.4 -0.2 0.2285
H -2.2611 -2.3673 -0.7822 -0.8 -0.9 -0.5 0.2034
H -1.8072 -0.7493 -0.8270 -0.1 1.0 -0.1 0.2010
H 0.2353 -1.3423 0.4760 0.5 0.1 0.2 0.2091
H -0.2156 -3.1045 0.4884 -0.5 1.8 -0.4 0.2025
H -2.5271 -2.1090 1.4188 0.2 -0.5 0.0 0.1963
H -1.1736 -2.5807 2.4377 -0.1 0.7 0.5 0.2137
H -2.5484 -0.2190 2.6278 0.2 0.0 0.5 0.2098
H -1.8211 0.1433 1.1743 0.4 0.5 -0.8 0.2010
H 0.6373 -0.4152 2.6366 -2.0 0.2 -0.3 0.2081
H -0.4642 -0.1032 3.9389 -0.3 0.7 -0.8 0.2250
H 0.7947 1.9351 3.1211 -1.1 -0.2 -0.2 0.2110
H -0.9147 2.1063 2.7066 -1.8 1.8 0.1 0.2048
H 2.4912 1.4453 1.6247 0.8 -0.1 0.6 0.2153
H 2.7334 1.7679 -1.1464 0.7 -0.1 0.1 0.2153
H -1.1951 2.0028 -0.1771 -0.4 0.0 0.1 0.1932
N 0.4297 1.7604 1.1541 1.7 -0.9 -1.2 -0.3337
N 0.7047 1.9839 -1.0763 -1.9 -0.4 0.8 -0.5104
O 0.0325 0.1391 -2.9224 -1.7 0.0 -1.1 -0.7228
O 1.6666 -0.9758 -2.0290 0.6 -1.1 0.1 -0.6076